1.
{"formula": "C3H8BrISi", "method": "ωB97M-V with the def2-TZVPD basis set", "elements": ["C", "C", "C", "Si", "Br", "I", "H", "H", "H", "H", "H", "H", "H", "H"], "xyz": [[2.027, -0.541, 1.361], [0.123, 1.465, -0.363], [-2.565, -2.371, -2.339], [1.604, 0.281, -0.334], [-1.101, -1.802, -1.252], [3.624, 1.672, -0.966], [2.918, -1.267, 1.291], [2.393, 0.308, 2.061], [1.057, -0.987, 1.683], [0.537, 2.217, -1.039], [-0.766, 1.038, -0.777], [-0.136, 1.922, 0.641], [-2.283, -2.523, -3.318], [-3.157, -3.101, -1.764]], "atomic_forces_ev_per_a": [[1.09, 0.83, 0.03], [0.80, 0.54, 1.28], [0.20, -0.42, 3.22], [0.71, -0.04, 0.57], [-0.63, -0.13, -0.55], [-0.45, -0.32, 0.14], [-1.71, 0.87, 0.04], [-0.89, -1.36, -0.92], [0.97, 0.06, 0.22], [-0.47, 0.30, 0.09], [-0.45, -0.30, -0.31], [0.47, -0.44, -1.10], [0.30, -0.19, -2.02], [0.05, 0.59, -0.69]], "nbo_charge": [-1.157, -1.159, -0.372, 1.106, 0.024, -0.297, 0.259, 0.249, 0.240, 0.252, 0.250, 0.246, 0.172, 0.187], "e_homo_ev": [-9.2, -7.5], "orbital_gap_ev": [8.215, 6.683], "de_lowest_ev": 3.522, "lumo_ha": [-0.0364, -0.0288], "energy_ev": -89259.077}

=====

2.
{"formula": "CH5O2PS2", "method": "ωB97M-V with the def2-TZVPD basis set", "elements": ["C", "O", "O", "P", "S", "S", "H", "H", "H", "H", "H"], "xyz": [[-0.294, -0.497, -0.516], [-0.178, 0.782, -1.533], [0.564, -1.478, -0.791], [0.277, 0.511, 0.956], [1.052, -1.107, 1.927], [-1.620, 0.814, 1.809], [-1.379, -0.697, -0.608], [-0.879, 0.658, -2.181], [1.146, -1.135, -1.470], [1.777, -0.644, 2.982], [-1.414, 2.035, 2.043]], "atomic_forces_ev_per_a": [[-0.99, 4.38, -1.06], [0.12, -2.70, 1.42], [0.07, -1.08, -1.18], [-0.25, 1.18, -0.01], [0.74, -1.84, 1.21], [-0.77, -2.34, -0.31], [0.68, -0.52, 0.47], [-0.08, -0.04, -0.10], [0.54, -0.04, -0.33], [-0.43, 0.49, -0.59], [0.37, 2.51, 0.48]], "nbo_charge": [0.114, -0.789, -0.705, 0.547, -0.315, -0.293, 0.180, 0.468, 0.506, 0.160, 0.126], "e_homo_ev": -8.7, "orbital_gap_ev": 9.418, "de_lowest_ev": 2.575, "lumo_ha": 0.0250, "energy_ev": -36171.456, "smiles": "OC(O)P(S)S"}

=====

3.
{"formula": "C4H15N2S2", "method": "ωB97M-V with the def2-TZVPD basis set", "elements": ["N", "C", "C", "N", "H", "H", "H", "H", "H", "H", "H", "H", "H", "C", "C", "S", "S", "H", "H", "H", "H", "H", "H"], "xyz": [[0.104, -1.185, 1.825], [1.369, -0.361, 1.979], [1.016, 1.139, 2.098], [2.258, 1.979, 2.049], [-0.549, -0.960, 2.591], [-0.338, -0.971, 0.947], [0.333, -2.177, 1.921], [1.875, -0.624, 2.922], [1.985, -0.579, 1.100], [0.327, 1.534, 1.279], [0.453, 1.304, 3.056], [1.953, 2.905, 1.838], [2.689, 1.942, 2.951], [-1.091, -0.412, -1.107], [-1.707, -0.242, -2.517], [-0.385, -0.374, -3.799], [-1.285, 0.030, -5.620], [-0.110, 0.074, -1.065], [-0.988, -1.502, -0.973], [-1.710, 0.010, -0.279], [-2.194, 0.768, -2.573], [-2.489, -1.022, -2.627], [-1.516, -1.274, -5.994]], "atomic_forces_ev_per_a": [[0.65, 0.14, 1.75], [0.06, 1.05, 0.04], [-0.37, 1.22, -0.32], [-1.43, -1.97, -0.40], [0.12, -0.04, -0.35], [-0.36, -0.11, -0.74], [-0.20, 0.04, -0.37], [-0.19, -0.40, -0.58], [0.00, 0.12, 0.33], [0.89, -0.88, 0.79], [0.29, -0.30, -0.62], [0.18, 0.76, 0.02], [0.40, 0.35, 0.44], [0.03, -0.32, -0.18], [-1.06, 0.82, 0.32], [-0.30, 0.04, 0.22], [-0.03, -0.88, 0.42], [0.03, -0.08, 0.02], [0.24, 0.30, 0.27], [0.06, -0.22, -0.81], [0.45, -0.96, -0.19], [0.48, 0.55, -0.27], [0.07, 0.76, 0.22]], "nbo_charge": [-0.677, -0.236, -0.256, -0.807, 0.439, 0.458, 0.448, 0.233, 0.245, 0.212, 0.183, 0.380, 0.366, -0.669, -0.528, 0.072, -0.093, 0.214, 0.206, 0.211, 0.229, 0.224, 0.143], "e_homo_ev": -11.7, "orbital_gap_ev": 8.069, "de_lowest_ev": 0.962, "lumo_ha": -0.1322, "energy_ev": -29035.016, "charge": 1}

=====

4.
{"formula": "C3H9N3", "method": "ωB97M-V with the def2-TZVPD basis set", "elements": ["C", "C", "N", "H", "H", "H", "H", "H", "N", "C", "N", "H", "H", "H", "H"], "xyz": [[0.381, -0.527, 2.568], [-0.165, -0.824, 1.294], [-1.001, -1.935, 1.150], [0.726, 0.480, 2.926], [0.350, -1.266, 3.335], [0.082, -0.270, 0.267], [-1.503, -2.042, 1.952], [-1.526, -1.995, 0.321], [0.919, 0.395, -2.234], [0.309, 1.553, -2.067], [-0.489, 1.563, -1.100], [1.473, 0.128, -3.107], [1.143, 0.018, -1.302], [0.304, 2.223, -2.979], [-1.005, 2.498, -1.024]], "atomic_forces_ev_per_a": [[-0.91, 1.03, -3.04], [1.83, 1.33, 0.88], [2.77, 0.86, -1.23], [0.07, -1.19, -1.09], [-0.54, -0.49, 0.48], [-0.98, -0.82, 2.92], [-1.82, -0.80, 2.29], [-0.55, -0.01, -0.95], [3.51, -2.70, -1.39], [-1.92, 0.94, -2.77], [-1.93, 3.50, 1.83], [-0.94, 0.78, 2.28], [0.16, -0.54, -1.33], [0.24, -0.19, 1.23], [0.99, -1.71, -0.10]], "nbo_charge": [-0.582, 0.028, -0.812, 0.211, 0.187, 0.205, 0.371, 0.377, -0.824, 0.269, -0.727, 0.402, 0.402, 0.150, 0.344], "e_homo_ev": -7.6, "orbital_gap_ev": 8.554, "de_lowest_ev": 2.652, "lumo_ha": 0.0340, "energy_ev": -7724.922, "smiles": "[H]/N=C/N.C=CN"}

=====

5.
{"formula": "C24H39HoN2O7", "method": "ωB97M-V with the def2-TZVPD basis set", "elements": ["Ho", "C", "C", "O", "C", "C", "O", "C", "C", "O", "C", "C", "O", "C", "C", "O", "C", "C", "O", "H", "H", "H", "H", "H", "H", "H", "H", "H", "H", "H", "H", "H", "H", "H", "H", "H", "H", "H", "H", "H", "H", "H", "H", "N", "C", "C", "C", "C", "C", "C", "C", "C", "N", "C", "H", "H", "H", "H", "H", "H", "H", "H", "C", "C", "C", "O", "H", "H", "H", "H", "H", "H", "H"], "xyz": [[0.018, -0.222, -0.052], [2.741, -2.607, 0.239], [2.953, -1.759, 1.477], [1.777, -1.022, 1.818], [0.962, -1.611, 2.833], [0.179, -2.818, 2.317], [-0.139, -2.593, 0.943], [-1.351, -3.238, 0.540], [-1.428, -3.235, -0.976], [-1.058, -1.947, -1.477], [-1.737, -1.497, -2.655], [-2.200, -0.058, -2.451], [-1.155, 0.830, -2.019], [-0.416, 1.473, -3.056], [0.582, 0.511, -3.691], [1.049, -0.332, -2.646], [2.085, -1.212, -3.061], [2.168, -2.338, -2.055], [2.158, -1.760, -0.751], [2.085, -3.458, 0.433], [3.709, -2.979, -0.108], [3.735, -1.023, 1.282], [3.274, -2.387, 2.309], [0.276, -0.821, 3.135], [1.572, -1.897, 3.691], [-0.731, -2.921, 2.911], [0.756, -3.742, 2.400], [-2.189, -2.685, 0.961], [-1.369, -4.272, 0.892], [-2.453, -3.481, -1.255], [-0.758, -3.988, -1.401], [-2.622, -2.106, -2.847], [-1.067, -1.603, -3.508], [-2.918, -0.048, -1.637], [-2.666, 0.314, -3.365], [0.103, 2.302, -2.576], [-1.090, 1.871, -3.816], [1.408, 1.065, -4.146], [0.112, -0.092, -4.473], [3.034, -0.668, -3.108], [1.874, -1.627, -4.050], [3.094, -2.893, -2.218], [1.323, -3.023, -2.162], [2.075, 1.322, -0.368], [1.971, 2.609, 0.284], [2.724, 3.684, -0.097], [2.621, 4.917, 0.576], [1.787, 5.042, 1.649], [0.996, 3.948, 2.069], [0.128, 4.022, 3.179], [-0.615, 2.926, 3.518], [-0.521, 1.773, 2.727], [0.275, 1.652, 1.683], [1.061, 2.724, 1.362], [2.548, 1.451, -1.254], [2.693, 0.733, 0.189], [3.428, 3.589, -0.917], [3.225, 5.752, 0.249], [1.715, 5.974, 2.194], [0.063, 4.944, 3.742], [-1.289, 2.941, 4.363], [-1.153, 0.922, 2.953], [-3.318, 1.671, 0.777], [-3.075, 0.211, 1.158], [-4.258, -0.640, 0.680], [-1.842, -0.265, 0.674], [-4.262, 2.011, 1.201], [-3.372, 1.774, -0.309], [-2.521, 2.318, 1.143], [-3.073, 0.142, 2.256], [-4.494, -0.448, -0.368], [-5.142, -0.395, 1.268], [-4.057, -1.705, 0.800]], "atomic_forces_ev_per_a": [[0.93, -0.58, -0.36], [-0.07, 0.07, 0.20], [0.04, -0.11, -0.25], [-0.21, 0.03, -0.15], [-0.17, -0.07, -0.10], [0.23, 0.12, 0.08], [-0.12, 0.22, -0.17], [-0.08, 0.05, -0.23], [0.15, -0.14, 0.26], [-0.12, 0.08, 0.06], [0.10, 0.25, -0.10], [0.00, -0.28, 0.11], [0.06, -0.23, 0.16], [0.30, -0.06, -0.04], [-0.18, 0.06, 0.09], [-0.01, 0.00, -0.05], [0.10, -0.14, 0.19], [-0.09, 0.11, -0.16], [0.10, 0.12, 0.01], [0.01, -0.01, -0.04], [0.01, 0.00, -0.01], [0.00, 0.01, 0.05], [0.01, 0.05, 0.05], [0.02, 0.00, 0.03], [-0.01, 0.05, 0.05], [-0.02, -0.04, -0.01], [-0.03, -0.03, -0.03], [0.00, 0.00, 0.07], [0.03, -0.02, 0.01], [0.00, 0.02, -0.09], [0.00, 0.02, -0.04], [-0.02, -0.03, 0.05], [0.00, -0.03, 0.01], [-0.10, 0.05, -0.06], [0.02, 0.08, 0.00], [-0.04, 0.01, 0.02], [-0.04, 0.07, 0.05], [0.00, 0.04, -0.01], [0.05, -0.04, -0.01], [-0.01, 0.02, -0.02], [-0.01, 0.02, -0.02], [0.00, -0.02, 0.02], [0.00, 0.01, 0.04], [-0.18, 0.21, 0.32], [0.11, 0.10, -0.04], [-0.04, -0.13, -0.04], [-0.05, 0.08, 0.09], [0.04, 0.05, -0.03], [0.00, -0.13, -0.07], [-0.03, -0.13, -0.04], [0.04, 0.17, 0.07], [-0.04, -0.15, -0.05], [-0.02, -0.06, -0.19], [0.04, 0.16, 0.06], [-0.07, -0.16, -0.15], [0.04, -0.05, -0.01], [-0.01, -0.02, 0.00], [-0.01, 0.00, 0.01], [0.02, 0.00, -0.02], [-0.01, -0.01, 0.02], [0.00, -0.03, -0.01], [0.00, 0.00, -0.04], [0.14, -0.21, 0.05], [-0.54, 0.08, 0.10], [0.30, 0.01, 0.07], [-0.53, 0.42, 0.36], [0.00, 0.06, -0.03], [-0.01, 0.03, 0.00], [-0.01, 0.04, -0.02], [0.08, -0.01, -0.02], [-0.02, -0.01, -0.01], [-0.05, -0.02, -0.04], [-0.05, 0.00, 0.04]], "mulliken_charge": [0.261, -0.658, -0.728, -0.198, -0.427, -0.817, 0.201, -0.692, -0.863, 0.390, -0.694, -0.337, -0.196, -0.625, -0.943, 0.479, -0.898, -0.520, 0.120, 0.198, 0.589, 0.246, 0.588, -0.106, 0.591, 0.486, 0.332, 0.048, 0.679, 0.564, 0.270, 0.719, 0.064, -0.492, 0.686, 0.257, 0.489, 0.468, 0.394, 0.296, 0.460, 0.600, -0.009, 0.024, 0.161, -0.389, -0.930, -0.877, 0.566, -0.769, -1.402, -0.254, 0.704, 0.268, 0.256, 0.089, 0.489, 0.439, 0.454, 0.469, 0.480, 0.509, -1.030, 0.180, -1.360, 0.357, 0.490, 0.134, 0.186, 0.409, 0.317, 0.475, 0.280], "e_homo_ev": [-14.0, -14.0], "spin_multiplicity": 5, "orbital_gap_ev": [8.759, 8.764], "de_lowest_ev": 0.000, "lumo_ha": [-0.1940, -0.1937], "energy_ev": -68621.933, "charge": 2}

=====

6.
{"formula": "C4H6OS", "method": "ωB97M-V with the def2-TZVPD basis set", "elements": ["C", "C", "C", "C", "H", "H", "H", "H", "H", "H", "O", "S"], "xyz": [[0.767, -1.330, -0.739], [0.745, 0.021, 0.037], [-1.153, 0.949, 0.982], [-0.358, 0.947, -0.263], [1.580, -1.999, -0.366], [-0.204, -1.827, -0.528], [0.906, -1.116, -1.801], [1.698, 0.524, -0.053], [-1.547, 1.936, 1.307], [-2.036, 0.299, 0.873], [-0.552, 1.618, -1.272], [0.156, -0.021, 1.825]], "atomic_forces_ev_per_a": [[-0.31, 0.21, 1.20], [0.96, -1.56, 0.50], [-1.50, -0.15, 0.59], [-1.17, 2.15, -2.89], [-0.60, 0.65, -0.31], [0.60, 0.12, -0.47], [-0.10, -0.18, 0.09], [0.30, 0.14, -0.01], [0.76, -0.56, 0.13], [0.18, 0.23, -0.10], [0.50, -1.22, 1.58], [0.39, 0.17, -0.31]], "nbo_charge": [-0.609, -0.388, -0.623, 0.562, 0.225, 0.215, 0.229, 0.241, 0.252, 0.244, -0.511, 0.161], "e_homo_ev": -9.2, "orbital_gap_ev": 9.890, "de_lowest_ev": 0.988, "lumo_ha": 0.0255, "energy_ev": -17127.142}

=====

7.
{"formula": "C4H9NO", "method": "ωB97M-V with the def2-TZVPD basis set", "elements": ["C", "C", "N", "H", "H", "H", "H", "H", "C", "C", "O", "H", "H", "H", "H"], "xyz": [[-0.990, -0.075, 0.061], [-2.030, -0.842, -0.054], [-2.977, -0.833, -1.164], [-0.351, 0.328, -0.661], [-0.666, 0.096, 1.052], [-2.385, -1.387, 0.754], [-3.476, -0.110, -1.572], [-3.572, -1.683, -0.890], [2.606, 0.077, 1.046], [2.241, 0.510, -0.160], [2.383, 1.781, -0.643], [2.191, -0.817, 1.409], [3.328, 0.537, 1.793], [1.700, -0.027, -0.816], [1.999, 2.445, -0.153]], "atomic_forces_ev_per_a": [[1.12, 0.18, 0.99], [-2.72, 2.04, -3.17], [1.17, -5.94, 2.80], [-0.08, 1.01, -1.40], [0.86, -0.35, 0.97], [-0.64, -0.89, 1.56], [-0.45, 1.84, -0.23], [0.53, 2.13, -1.53], [1.31, 1.21, 0.54], [1.12, 2.34, 3.12], [2.08, -1.82, -2.51], [-0.19, -1.40, -0.01], [-1.26, 0.05, -1.32], [-1.71, -2.29, -1.96], [-1.14, 1.89, 2.15]], "nbo_charge": [-0.483, 0.024, -0.859, 0.198, 0.197, 0.167, 0.392, 0.362, -0.492, 0.156, -0.719, 0.204, 0.208, 0.161, 0.484], "e_homo_ev": -8.5, "orbital_gap_ev": 9.404, "de_lowest_ev": 4.141, "lumo_ha": 0.0331, "energy_ev": -7828.179, "smiles": "C=CN.C=CO"}

=====

8.
{"formula": "C5H7N3", "method": "ωB97M-V with the def2-TZVPD basis set", "elements": ["C", "C", "C", "C", "C", "H", "H", "H", "H", "H", "H", "H", "N", "N", "N"], "xyz": [[2.345, -0.071, 0.281], [0.943, -0.195, -0.265], [-1.836, -0.600, 0.062], [-1.657, 0.701, 0.333], [-0.649, 1.488, -0.273], [2.300, 0.602, 1.168], [2.870, -1.092, 0.441], [2.936, 0.447, -0.538], [-1.211, -2.308, -0.697], [-2.705, -1.143, 0.508], [-2.398, 1.228, 0.937], [-0.852, 2.629, -0.394], [0.434, -1.364, -0.086], [-0.960, -1.369, -0.618], [0.439, 1.046, -0.857]], "atomic_forces_ev_per_a": [[1.27, 0.00, -1.07], [0.27, -0.66, 0.14], [-1.00, -0.85, 1.29], [-0.84, 0.70, 1.05], [1.24, 1.48, -1.73], [0.40, -0.66, -0.50], [-1.24, 1.79, 0.14], [-0.52, -0.35, 1.11], [-0.52, -1.46, -0.08], [0.47, 0.64, -0.65], [0.12, -0.30, -0.23], [0.24, -2.01, 0.10], [-1.32, 1.85, -1.35], [1.79, 0.76, -0.04], [-0.36, -0.94, 1.83]], "nbo_charge": [-0.660, 0.407, 0.097, -0.409, 0.142, 0.232, 0.240, 0.233, 0.377, 0.199, 0.227, 0.188, -0.298, -0.478, -0.495], "e_homo_ev": -8.5, "orbital_gap_ev": 8.797, "de_lowest_ev": 3.188, "lumo_ha": 0.0108, "energy_ev": -9766.200, "smiles": "CC1=NNC=CC=N1"}

=====

9.
{"formula": "CH14O5", "method": "ωB97M-V with the def2-TZVPD basis set", "elements": ["C", "H", "H", "H", "H", "H", "H", "O", "H", "H", "O", "H", "H", "O", "H", "H", "O", "H", "H", "O"], "xyz": [[-0.205, 1.482, 2.006], [-0.940, 0.741, 1.735], [-0.225, 1.666, 3.077], [-0.318, 2.436, 1.511], [0.797, 1.086, 1.880], [1.722, -0.648, 0.009], [2.599, 0.169, -0.968], [1.684, -0.022, -0.738], [-2.936, -1.836, 0.451], [-1.685, -1.316, -0.356], [-1.981, -1.779, 0.439], [0.943, 1.855, -0.711], [0.990, 3.329, -1.045], [0.377, 2.587, -1.004], [-0.659, -0.365, -2.945], [0.105, -0.358, -1.665], [-0.744, -0.666, -2.033], [-0.170, -1.882, 1.071], [0.876, -2.227, 2.152], [0.729, -1.681, 1.374]], "atomic_forces_ev_per_a": [[0.64, 0.18, 0.96], [-0.20, -0.05, -0.19], [-0.47, 0.01, 0.24], [-0.12, -0.03, -0.35], [0.10, -0.10, -0.56], [-0.30, 0.06, 0.05], [-0.04, -0.09, -0.11], [0.36, -0.01, 0.22], [-0.03, 0.14, -0.22], [-0.44, 0.06, -0.40], [0.56, -0.14, 0.34], [-0.34, -0.13, 0.00], [-0.17, 0.10, -0.05], [0.45, 0.06, -0.05], [-0.42, -0.11, 0.01], [-0.15, -0.15, 0.17], [0.50, 0.20, -0.06], [-0.13, 0.00, 0.20], [-0.02, 0.02, -0.07], [0.23, -0.05, -0.14]], "nbo_charge": [-0.855, 0.221, 0.201, 0.224, 0.207, 0.522, 0.483, -0.991, 0.487, 0.511, -0.993, 0.485, 0.459, -0.952, 0.478, 0.499, -0.985, 0.510, 0.480, -0.990], "e_homo_ev": -10.9, "orbital_gap_ev": 11.389, "de_lowest_ev": 0.205, "lumo_ha": 0.0166, "energy_ev": -11502.193, "smiles": "C.O.O.O.O.O"}